Run A
Here is 2 unconnected molecules or ions with the total composition C6H17NO from the Open Molecules 2025 dataset. Energies are from ωB97M-V with the def2-TZVPD basis set.

Highest occupied orbital energy   -8.29 eV
Frontier orbital gap   8.979 eV
SMILES   CCC[C@H](C)NC.O

XYZ file:
```
25
Properties=species:S:1:pos:R:3:nbo_charge:R:1
C 1.7745 -1.6353 0.9814 -0.397
N 1.1986 -0.3628 0.7780 -0.648
C 0.8354 -0.0096 -0.6703 -0.044
C -0.4366 0.8036 -0.6111 -0.410
C -0.5476 1.8820 0.5407 -0.372
C -1.6635 2.9877 0.2664 -0.590
C 0.7817 -0.9679 -1.9034 -0.630
H 1.0300 -2.3818 1.0541 0.153
H 2.4511 -1.8525 1.9207 0.183
H 2.5065 -1.8595 0.1380 0.189
H 0.4060 -0.2613 1.4667 0.354
H 1.7773 0.6153 -0.7649 0.191
H -0.5546 1.2633 -1.6439 0.199
H -1.2678 0.1823 -0.5180 0.198
H -0.8229 1.3011 1.5677 0.178
H 0.4064 2.3399 0.4830 0.205
H -2.6171 2.6163 0.2708 0.198
H -1.4101 3.3531 -0.7870 0.193
H -1.5131 3.7688 0.9026 0.204
H -0.0671 -1.5694 -1.9856 0.212
H 1.6345 -1.7368 -1.8412 0.207
H 0.9523 -0.5134 -2.8902 0.224
H -1.0327 -3.1880 1.2203 0.475
H -2.1659 -2.1532 1.2900 0.463
O -1.6552 -2.6221 0.7351 -0.936
```

=====

Run B
Here is 2 unconnected molecules or ions with the total composition C6H17NO from the Open Molecules 2025 dataset. Energies are from ωB97M-V with the def2-TZVPD basis set.

Highest occupied orbital energy   -8.70 eV
Frontier orbital gap   9.421 eV
SMILES   CC[C@@H](C)[C@H](C)N.O

XYZ file:
```
25
Properties=species:S:1:pos:R:3:nbo_charge:R:1
C -0.4414 -0.5176 2.0299 -0.612
C -1.1346 0.1138 0.8015 -0.029
C -0.6124 -0.2836 -0.6123 -0.230
C -0.0832 -1.7183 -0.6051 -0.627
C 0.5219 0.6463 -1.0862 -0.397
C -0.0127 1.9926 -1.5420 -0.613
N -2.5750 -0.0741 0.9630 -0.874
H -0.4958 -1.6054 1.9927 0.203
H 0.5745 -0.0821 1.9742 0.192
H -0.9423 -0.1762 2.9261 0.219
H -0.9602 1.2066 0.8891 0.173
H -1.4653 -0.2443 -1.3013 0.204
H -0.3352 -2.3412 0.2265 0.208
H -0.3488 -2.2342 -1.5445 0.209
H 0.9929 -1.7736 -0.4784 0.217
H 1.3175 0.9212 -0.3710 0.211
H 0.9643 0.0801 -1.9326 0.207
H -0.9656 1.8701 -2.0875 0.196
H 0.6453 2.6018 -2.1668 0.212
H -0.3338 2.6369 -0.7015 0.196
H -3.0984 0.7809 1.0165 0.367
H -3.0151 -0.7402 0.3474 0.360
H 3.7621 0.6947 0.1187 0.462
H 3.5956 -0.5520 0.8360 0.464
O 3.5725 -0.2275 -0.0722 -0.923
```

=====

Run C
Here is 2 unconnected molecules or ions with the total composition C6H17NO from the Open Molecules 2025 dataset. Energies are from ωB97M-V with the def2-TZVPD basis set.

Highest occupied orbital energy   -8.48 eV
Frontier orbital gap   9.167 eV
SMILES   CCCNC(C)C.O

XYZ file:
```
25
Properties=species:S:1:pos:R:3:nbo_charge:R:1
C -0.5175 -0.2584 1.6257 -0.418
C -1.9158 -0.6431 1.1496 -0.602
C 0.6030 -0.5114 0.6011 -0.213
N 1.3231 0.6930 0.2306 -0.634
C 1.7037 2.8070 -0.8683 -0.607
C 0.6488 1.7731 -0.4735 -0.049
C -0.1492 1.2950 -1.6916 -0.630
H -0.5039 0.7967 1.8876 0.208
H -0.2876 -0.7553 2.5672 0.206
H -2.0646 -0.2845 0.1381 0.196
H -2.1030 -1.7116 1.0761 0.197
H -2.6810 -0.2370 1.8059 0.211
H 0.2355 -1.0781 -0.2643 0.155
H 1.3502 -1.1733 1.0377 0.199
H 2.2207 0.4886 -0.1732 0.359
H 2.7167 2.4106 -0.7987 0.206
H 1.4923 3.1420 -1.8749 0.206
H 1.6391 3.6716 -0.2165 0.216
H -0.0736 2.1978 0.2166 0.179
H -0.5061 2.1413 -2.2655 0.207
H 0.4322 0.6853 -2.3797 0.204
H -1.0730 0.7996 -1.3745 0.204
H -1.3378 -4.8376 0.1602 0.467
H -0.2376 -5.7057 -0.4035 0.466
O -0.9144 -5.7056 0.2878 -0.932
```

=====

Run D
Here is 2 unconnected molecules or ions with the total composition C6H17NO from the Open Molecules 2025 dataset. Energies are from ωB97M-V with the def2-TZVPD basis set.

Highest occupied orbital energy   -7.89 eV
Frontier orbital gap   8.762 eV
SMILES   CCN(C)C(C)C.O

XYZ file:
```
25
Properties=species:S:1:pos:R:3:nbo_charge:R:1
C -2.4431 -0.9715 0.0905 -0.631
C -1.3331 -0.2095 0.7872 -0.200
N -0.0457 -0.1772 0.1224 -0.481
C 1.0144 -1.0162 0.6252 -0.415
C 1.5531 1.3526 -0.9837 -0.624
C 0.1401 0.7537 -0.9717 -0.031
C -0.1935 0.1200 -2.3309 -0.618
H -2.6021 -2.0006 0.4097 0.210
H -3.3751 -0.4423 0.3484 0.205
H -2.4103 -0.8732 -0.9983 0.208
H -1.6688 0.8050 1.0311 0.180
H -1.1668 -0.6971 1.7433 0.194
H 1.8819 -0.4727 1.0127 0.167
H 0.5967 -1.7150 1.3260 0.213
H 1.4040 -1.6356 -0.1893 0.189
H 1.9613 1.3640 0.0150 0.208
H 2.1908 0.8755 -1.7330 0.208
H 1.5779 2.4033 -1.2816 0.217
H -0.5698 1.5670 -0.8019 0.187
H 0.3289 -0.8234 -2.4495 0.205
H -1.2678 -0.0252 -2.4270 0.204
H 0.1311 0.7000 -3.2048 0.205
H 1.0606 0.0818 2.6510 0.474
H 1.9752 0.8393 3.6199 0.467
O 1.2598 0.1975 3.5891 -0.941
```

=====

It is run C that is most stable; the runner-up trails by 16.8 kJ/mol.

=====

Run A
Here is a single C22H27N3O5S molecule from the Open Molecules 2025 dataset. Energies are from ωB97M-V with the def2-TZVPD basis set.

Highest occupied orbital energy   -7.77 eV
Frontier orbital gap   8.387 eV
SMILES   O=C(COc1ccc(S(=O)(=O)N2CCOCC2)cc1)N1CCN(c2ccccc2)CC1

XYZ file:
```
58
Properties=species:S:1:pos:R:3:nbo_charge:R:1
O 2.6947 2.5376 1.6771 -0.631
C 2.9941 2.1448 0.5636 0.657
N 3.9638 1.2412 0.3434 -0.426
C 4.3797 0.7543 -0.9558 -0.247
H 5.2156 1.3594 -1.3330 0.188
C 4.8103 -0.7286 -0.8340 -0.216
N 4.1534 -1.3574 0.2845 -0.455
C 2.8123 -1.7404 0.1655 0.248
C 2.4280 -2.5234 -0.9266 -0.289
C 1.1426 -3.0162 -1.0316 -0.183
C 0.2061 -2.7585 -0.0451 -0.254
C 0.5701 -1.9744 1.0346 -0.186
C 1.8482 -1.4559 1.1340 -0.299
H 2.0793 -0.8185 1.9736 0.213
H -0.1580 -1.7587 1.8020 0.227
H -0.7967 -3.1508 -0.1134 0.225
H 0.8766 -3.6231 -1.8848 0.211
H 3.1506 -2.7742 -1.6886 0.206
C 4.6603 -0.8052 1.5193 -0.220
H 4.0484 -1.1475 2.3505 0.218
C 4.7352 0.7395 1.4640 -0.255
H 5.7737 1.0672 1.3405 0.189
H 4.3292 1.1944 2.3679 0.255
H 5.6711 -1.2065 1.6667 0.196
H 4.5796 -1.2482 -1.7619 0.218
H 5.8892 -0.7990 -0.6641 0.196
H 3.5463 0.8293 -1.6516 0.234
C 2.2908 2.7302 -0.6717 -0.163
H 3.0356 3.2039 -1.3190 0.213
O 1.6315 1.7876 -1.4934 -0.511
C 0.5115 1.1722 -1.0290 0.410
C -0.0468 1.3820 0.2300 -0.332
C -1.1880 0.6870 0.5886 -0.140
C -1.7600 -0.2050 -0.2944 -0.379
C -1.2175 -0.4162 -1.5488 -0.155
C -0.0849 0.2755 -1.9196 -0.275
H 0.3688 0.1313 -2.8870 0.228
H -1.6850 -1.1314 -2.2062 0.245
S -3.1663 -1.1519 0.2503 2.318
O -3.5113 -2.1229 -0.7520 -0.947
O -2.9426 -1.6130 1.5885 -0.944
N -4.3439 0.0564 0.3403 -0.667
C -5.4806 -0.3039 1.1684 -0.268
H -6.0446 -1.1316 0.7143 0.189
C -6.3838 0.9221 1.2978 -0.072
H -5.8358 1.7230 1.8156 0.167
O -6.8068 1.3740 0.0312 -0.519
C -5.7093 1.6994 -0.7861 -0.072
H -5.1420 2.5294 -0.3379 0.166
C -4.7731 0.5021 -0.9687 -0.269
H -5.2936 -0.3070 -1.5010 0.199
H -3.8867 0.7902 -1.5366 0.220
H -6.1246 2.0143 -1.7446 0.200
H -7.2906 0.6780 1.8525 0.201
H -5.0930 -0.6203 2.1361 0.238
H -1.6322 0.8129 1.5625 0.239
H 0.4075 2.0532 0.9402 0.250
H 1.5932 3.4974 -0.3169 0.211
```

=====

Run B
Here is a single C22H27N3O5S molecule from the Open Molecules 2025 dataset. Energies are from ωB97M-V with the def2-TZVPD basis set.

Highest occupied orbital energy   -8.30 eV
Frontier orbital gap   8.769 eV
SMILES   O=C(Nc1ccccc1)c1ccc(NC[C@@H]2CCCO2)c(S(=O)(=O)N2CCOCC2)c1

XYZ file:
```
58
Properties=species:S:1:pos:R:3:nbo_charge:R:1
O -1.6484 -4.2789 0.8895 -0.609
C -1.6268 -3.1570 1.3562 0.674
N -2.5024 -2.6893 2.2923 -0.618
C -3.5915 -3.3366 2.8828 0.235
C -3.9889 -4.6244 2.5362 -0.273
C -5.0805 -5.1968 3.1636 -0.187
C -5.7852 -4.5045 4.1334 -0.235
C -5.3914 -3.2221 4.4784 -0.194
C -4.3029 -2.6400 3.8590 -0.272
H -3.9977 -1.6381 4.1295 0.205
H -5.9336 -2.6720 5.2333 0.214
H -6.6355 -4.9594 4.6185 0.213
H -5.3817 -6.1969 2.8892 0.214
H -3.4411 -5.1658 1.7838 0.256
H -2.3346 -1.7572 2.6443 0.398
C -0.5920 -2.1651 0.9492 -0.210
C -0.7665 -0.7868 1.0004 -0.139
C 0.2408 0.0585 0.5889 -0.442
C 1.4771 -0.4171 0.1216 0.329
N 2.4278 0.4593 -0.2654 -0.612
H 2.2922 1.4113 0.0505 0.423
C 3.7541 0.0951 -0.6949 -0.232
C 4.5133 1.3571 -1.1324 0.093
C 3.7938 2.0893 -2.2859 -0.441
H 3.4098 3.0561 -1.9701 0.220
C 4.8751 2.2188 -3.3629 -0.427
H 4.4815 2.1383 -4.3730 0.217
C 5.8108 1.0649 -3.0052 -0.068
H 6.8413 1.2147 -3.3271 0.197
H 5.4381 0.1182 -3.4228 0.157
O 5.8094 1.0183 -1.5928 -0.518
H 5.4043 3.1660 -3.2609 0.207
H 2.9575 1.4877 -2.6416 0.213
H 4.6453 2.0058 -0.2582 0.185
H 4.3239 -0.3993 0.1036 0.198
H 3.6891 -0.5942 -1.5442 0.191
C 1.6300 -1.8146 0.0459 -0.315
C 0.6162 -2.6539 0.4394 -0.096
H 0.7361 -3.7249 0.3732 0.241
H 2.5558 -2.2284 -0.3187 0.225
S -0.0781 1.8068 0.5896 2.318
O -1.3315 2.0542 1.2482 -0.943
O 1.0775 2.5255 1.0644 -0.959
N -0.1429 2.1034 -1.0671 -0.673
C 0.1518 3.4674 -1.4702 -0.263
H 0.9603 3.8263 -0.8342 0.236
C -1.0841 4.3587 -1.3247 -0.090
H -0.8988 5.3534 -1.7333 0.199
O -2.1721 3.8302 -2.0508 -0.522
C -2.5130 2.5424 -1.5839 -0.096
H -3.3544 2.2098 -2.1939 0.198
C -1.3278 1.5808 -1.7221 -0.261
H -1.5615 0.6146 -1.2741 0.221
H -1.0842 1.4392 -2.7802 0.210
H -2.8133 2.5921 -0.5284 0.191
H -1.3446 4.4373 -0.2587 0.176
H 0.4791 3.4434 -2.5147 0.206
H -1.6850 -0.3216 1.3276 0.237
```

=====

It is run B that is most stable; the runner-up trails by 72.9 kJ/mol.

=====

Run A
Here is 2 unconnected molecules or ions with the total composition C4H11S2 from the Open Molecules 2025 dataset. Energies are from ωB97M-V with the def2-TZVPD basis set.

Highest occupied orbital energy   -2.52 eV
Frontier orbital gap   5.651 eV
Total charge   -1

XYZ file:
```
17
Properties=species:S:1:pos:R:3:nbo_charge:R:1
C -2.6719 -0.3802 -0.7162 -0.754
S -3.8911 0.7622 -0.0088 0.131
C -3.0816 1.1772 1.5016 -0.774
H -3.0728 -1.3015 -0.1040 0.203
H -2.8960 -0.6574 -1.7741 0.235
H -1.6261 -0.0147 -0.3589 0.284
H -2.6856 2.2030 1.5504 0.210
H -2.2295 0.4554 1.6217 0.244
H -3.8281 1.1971 2.3073 0.210
C 3.8053 -0.0956 0.0861 -0.659
C 2.9437 -0.6783 -1.0199 -0.455
S 0.9879 -0.6345 -0.6958 -0.803
H 4.0859 -1.0241 0.5689 0.198
H 4.5747 0.4146 -0.4929 0.186
H 3.2027 0.5011 0.7028 0.219
H 3.2383 -0.1626 -2.0034 0.154
H 3.1442 -1.7618 -1.1648 0.171
```

=====

Run B
Here is 2 unconnected molecules or ions with the total composition C4H11S2 from the Open Molecules 2025 dataset. Energies are from ωB97M-V with the def2-TZVPD basis set.

Highest occupied orbital energy   -2.49 eV
Frontier orbital gap   5.788 eV
Total charge   -1

XYZ file:
```
17
Properties=species:S:1:pos:R:3:nbo_charge:R:1
C 1.4228 -2.0902 -1.2403 -0.744
S 2.7919 -2.0340 0.0044 0.094
C 1.8467 -1.2943 1.3699 -0.740
H 1.7055 -1.3728 -2.0035 0.211
H 0.4126 -1.8398 -0.9026 0.291
H 1.4126 -3.1308 -1.5689 0.197
H 0.9165 -1.8174 1.5899 0.229
H 2.3757 -1.2225 2.3202 0.203
H 1.5474 -0.2968 1.0520 0.228
C -2.4166 2.3502 0.1871 -0.611
C -1.2023 1.5844 -0.3015 -0.514
S -1.4499 -0.2341 -0.3957 -0.742
H -2.6688 2.1033 1.2176 0.195
H -3.2578 2.1914 -0.4857 0.199
H -2.1885 3.4330 0.1567 0.165
H -0.3038 1.7265 0.3040 0.172
H -0.9442 1.9438 -1.3036 0.168
```

=====

Run C
Here is 2 unconnected molecules or ions with the total composition C4H11S2 from the Open Molecules 2025 dataset. Energies are from ωB97M-V with the def2-TZVPD basis set.

Highest occupied orbital energy   -2.44 eV
Frontier orbital gap   5.764 eV
Total charge   -1

XYZ file:
```
17
Properties=species:S:1:pos:R:3:nbo_charge:R:1
C 2.0759 -0.9868 1.5436 -0.690
S 1.1338 -2.4838 0.8098 0.153
C 0.1059 -1.6203 -0.2500 -0.855
H 2.0179 -0.1475 0.8784 0.215
H 3.0510 -1.2298 1.7802 0.188
H 1.6009 -0.6731 2.5354 0.228
H 0.1812 -1.8934 -1.3855 0.192
H -1.0059 -1.5280 -0.0238 0.263
H 0.4480 -0.5867 -0.0060 0.270
C -1.6119 1.2881 -1.3420 -0.625
C -0.6386 1.7001 -0.2165 -0.545
S -1.2428 0.8361 1.2702 -0.707
H -2.7619 1.5168 -1.2432 0.198
H -1.6645 0.1683 -1.3452 0.201
H -1.3398 1.5661 -2.4201 0.159
H -0.7055 2.7517 0.0056 0.196
H 0.3561 1.3221 -0.5909 0.159
```

=====

It is run B that is most stable; the runner-up trails by 110.9 kJ/mol.

=====

Run A
Here is a single C2H3F3O molecule from the Open Molecules 2025 dataset. Energies are from ωB97M-V with the def2-TZVPD basis set.

Highest occupied orbital energy   -10.34 eV
Frontier orbital gap   10.845 eV
SMILES   FOCC(F)F

XYZ file:
```
9
Properties=species:S:1:pos:R:3:nbo_charge:R:1
C -0.7381 0.4234 -0.1371 -0.155
C 1.0393 0.0561 -0.1083 0.557
O -1.4173 -0.7385 -0.4212 -0.140
F 1.7391 1.1169 0.3451 -0.345
F 1.2139 -0.7621 0.9102 -0.319
F -1.1732 -1.7788 0.5385 -0.139
H -0.9525 0.7357 0.8747 0.186
H -0.9327 1.1655 -0.8593 0.216
H 1.2213 -0.2183 -1.1425 0.140
```

=====

Run B
Here is a single C2H3F3O molecule from the Open Molecules 2025 dataset. Energies are from ωB97M-V with the def2-TZVPD basis set.

Highest occupied orbital energy   -10.92 eV
Frontier orbital gap   11.590 eV
SMILES   OCC(F)(F)F

XYZ file:
```
9
Properties=species:S:1:pos:R:3:nbo_charge:R:1
C -0.5905 0.4588 -0.1666 -0.119
C 0.7717 -0.5898 -0.2194 0.936
O -1.2330 0.3415 1.0015 -0.665
F 1.9294 0.0874 -0.1414 -0.334
F 0.7384 -1.2232 -1.3947 -0.333
F 0.7336 -1.5128 0.7333 -0.315
H -0.4097 1.4363 -0.5307 0.177
H -1.2022 0.0419 -0.8879 0.182
H -0.7378 0.9599 1.6060 0.470
```

=====

Run C
Here is 3 unconnected molecules or ions with the total composition C2H3F3O from the Open Molecules 2025 dataset. Energies are from ωB97M-V with the def2-TZVPD basis set.

Highest occupied orbital energy (spin up / spin down)   -9.59 / -11.38 eV
Frontier orbital gap (spin up / spin down)   8.097 / 10.210 eV

XYZ file:
```
9
Properties=species:S:1:pos:R:3:nbo_charge:R:1
C -2.4843 -0.9199 -0.0740 0.496
C 1.6787 0.2460 0.1201 0.417
O -2.7807 0.1874 0.1573 -0.176
F 1.3358 -1.1014 0.0839 -0.382
F 2.9041 0.3953 -0.3396 -0.338
F -1.4967 1.4662 -0.0923 -0.524
H 1.1130 0.5676 -0.8053 0.145
H -1.7553 -1.6166 -0.1445 0.204
H 1.4854 0.7755 1.0943 0.158
```

=====

It is run B that is most stable; the runner-up trails by 422.8 kJ/mol.